61
Properties=species:S:1:pos:R:3 method="wB97M-V/def2-TZVPD" spin_multiplicity=1 smiles="COc1ccc(CCNC(=O)C2CCN(C(=O)c3ccc(OC)c(OC)c3)CC2)cc1"
C 2.157 4.452 0.541
O 2.445 3.605 -0.545
C 3.343 2.596 -0.359
C 4.041 2.352 0.818
C 4.905 1.275 0.897
C 5.101 0.426 -0.181
C 5.925 -0.822 -0.036
C 5.060 -1.914 0.622
N 3.816 -2.093 -0.090
C 2.686 -1.444 0.287
O 2.583 -0.891 1.362
C 1.560 -1.546 -0.740
C 0.548 -0.405 -0.592
C -0.299 -0.547 0.678
N -0.924 -1.848 0.722
C -2.232 -2.110 0.496
O -2.638 -3.237 0.255
C -3.185 -0.965 0.609
C -3.243 -0.158 1.736
C -4.213 0.819 1.820
C -5.143 1.028 0.804
O -6.010 2.049 1.052
C -7.127 2.287 0.226
C -5.095 0.201 -0.336
O -6.013 0.408 -1.336
C -6.032 -0.481 -2.425
C -4.121 -0.786 -0.401
C 0.030 -2.936 0.691
C 0.843 -2.898 -0.601
C 4.418 0.692 -1.362
C 3.554 1.762 -1.457
H 1.403 5.149 0.178
H 3.042 5.012 0.860
H 1.753 3.892 1.390
H 3.909 2.981 1.684
H 5.425 1.086 1.825
H 6.263 -1.167 -1.016
H 6.799 -0.643 0.590
H 5.599 -2.864 0.657
H 4.792 -1.609 1.636
H 3.884 -2.438 -1.034
H 2.012 -1.481 -1.736
H 1.076 0.549 -0.563
H -0.112 -0.410 -1.463
H -1.059 0.234 0.694
H 0.352 -0.439 1.550
H -2.553 -0.307 2.553
H -4.284 1.456 2.688
H -7.771 1.408 0.155
H -7.671 3.096 0.714
H -6.832 2.599 -0.778
H -5.109 -0.423 -3.011
H -6.870 -0.161 -3.044
H -6.194 -1.514 -2.101
H -4.071 -1.448 -1.250
H -0.530 -3.870 0.763
H 0.695 -2.836 1.554
H 1.565 -3.716 -0.606
H 0.165 -3.031 -1.447
H 4.564 0.053 -2.223
H 3.017 1.968 -2.370



64
Properties=species:S:1:pos:R:3 method="wB97M-V/def2-TZVPD" spin_multiplicity=1
Y -0.397 -0.103 -0.567
C 1.329 1.128 2.288
C 0.231 2.093 1.888
N -0.969 1.365 1.459
C -1.685 0.679 2.548
C -2.045 -0.752 2.202
N -0.914 -1.489 1.581
C 0.236 -1.729 2.482
C 1.560 -1.308 1.872
N 1.490 0.041 1.298
H 1.113 0.687 3.261
H 2.263 1.677 2.404
H 0.556 2.685 1.037
H 0.027 2.779 2.715
H -1.589 1.993 0.965
H -2.610 1.199 2.792
H -1.077 0.706 3.452
H -2.857 -0.757 1.479
H -2.391 -1.252 3.111
H -1.284 -2.378 1.274
H 0.296 -2.785 2.740
H 0.066 -1.199 3.418
H 1.829 -1.993 1.065
H 2.340 -1.396 2.635
H 2.326 0.200 0.750
S -3.028 0.566 -1.093
Sb -1.687 1.082 -2.970
S -0.043 2.265 -1.638
S -0.700 -1.117 -3.006
S -2.384 2.019 -4.859
C 2.179 2.375 -6.407
C 1.824 1.034 -6.396
C 1.855 0.311 -5.208
C 2.241 0.930 -4.024
C 2.603 2.274 -4.040
C 2.574 2.996 -5.227
Sb 2.263 -0.170 -2.214
C 3.020 -2.003 -3.007
C 3.973 -2.033 -4.032
C 4.440 -3.247 -4.527
C 3.960 -4.445 -4.009
C 3.010 -4.430 -2.999
C 2.545 -3.214 -2.506
C 4.108 0.608 -1.405
C 4.045 1.823 -0.704
C 5.170 2.351 -0.074
C 6.377 1.666 -0.123
C 6.457 0.455 -0.802
C 5.334 -0.076 -1.434
H 2.141 2.940 -7.331
H 1.501 0.549 -7.309
H 1.562 -0.728 -5.208
H 2.903 2.774 -3.130
H 2.849 4.045 -5.229
H 4.341 -1.106 -4.459
H 5.174 -3.258 -5.325
H 4.322 -5.390 -4.400
H 2.623 -5.364 -2.604
H 1.784 -3.218 -1.734
H 3.107 2.373 -0.656
H 5.104 3.299 0.449
H 7.254 2.076 0.366
H 7.401 -0.078 -0.842
H 5.423 -1.025 -1.956



61
Properties=species:S:1:pos:R:3 method="wB97M-V/def2-TZVPD" spin_multiplicity=1 smiles="COc1ccc(OCC(=O)Nc2ccc3c(c2)nc(CCN2CCCCC2)n3C)cc1"
C -6.151 -3.556 -2.670
O -5.877 -3.735 -1.303
C -5.597 -2.633 -0.548
C -5.343 -2.869 0.805
C -5.058 -1.826 1.656
C -5.019 -0.516 1.178
O -4.723 0.454 2.108
C -4.857 1.800 1.720
C -3.750 2.298 0.775
O -3.943 3.223 0.015
N -2.601 1.608 0.938
C -1.360 1.762 0.304
C -1.156 2.743 -0.677
C 0.070 2.900 -1.288
C 1.098 2.057 -0.900
C 0.901 1.061 0.087
C -0.337 0.909 0.693
N 2.071 0.376 0.283
C 2.938 0.912 -0.528
C 4.359 0.503 -0.665
C 4.704 -0.639 0.292
N 6.139 -0.843 0.371
C 6.538 -1.495 1.606
C 8.058 -1.497 1.731
C 8.680 -2.228 0.547
C 8.186 -1.582 -0.742
C 6.660 -1.574 -0.770
N 2.414 1.936 -1.277
C 3.113 2.722 -2.252
C -5.259 -0.278 -0.165
C -5.549 -1.330 -1.022
H -5.296 -3.124 -3.200
H -7.032 -2.924 -2.825
H -6.351 -4.552 -3.063
H -5.378 -3.884 1.166
H -4.865 -2.001 2.702
H -5.831 1.998 1.259
H -4.790 2.379 2.647
H -2.636 0.860 1.622
H -1.979 3.383 -0.947
H 0.208 3.661 -2.041
H -0.489 0.151 1.445
H 4.547 0.213 -1.703
H 5.009 1.353 -0.440
H 4.335 -0.362 1.281
H 4.165 -1.551 -0.014
H 6.102 -0.943 2.442
H 6.164 -2.535 1.651
H 8.346 -1.973 2.671
H 8.410 -0.465 1.745
H 9.769 -2.186 0.601
H 8.381 -3.279 0.568
H 8.564 -2.121 -1.613
H 8.543 -0.552 -0.790
H 6.318 -1.087 -1.685
H 6.287 -2.616 -0.779
H 3.980 3.210 -1.803
H 3.456 2.095 -3.080
H 2.442 3.484 -2.643
H -5.219 0.720 -0.573
H -5.732 -1.106 -2.061



63
Properties=species:S:1:pos:R:3 method="wB97M-V/def2-TZVPD" spin_multiplicity=1 smiles="CCC(C)(C)NC(=O)CN(Cc1ccc2c(c1)OCO2)C(=O)CCC(=O)Nc1ccccn1"
C 6.008 2.433 -1.816
C 4.668 2.082 -1.178
C 4.687 0.849 -0.259
C 5.072 -0.421 -1.023
C 5.620 1.050 0.936
N 3.314 0.707 0.234
C 2.874 -0.245 1.066
O 3.547 -1.108 1.594
C 1.351 -0.166 1.291
N 0.648 -0.712 0.138
C 0.233 -2.104 0.197
C -1.259 -2.220 0.420
C -1.852 -1.535 1.470
C -3.228 -1.551 1.679
C -3.988 -2.257 0.782
C -3.401 -2.965 -0.269
C -2.043 -2.972 -0.463
O -4.371 -3.595 -0.990
C -5.598 -3.175 -0.432
O -5.343 -2.419 0.735
C 0.383 0.120 -0.883
O 0.742 1.296 -0.851
C -0.355 -0.413 -2.097
C -1.403 0.603 -2.574
C -2.558 0.631 -1.587
O -3.589 0.022 -1.764
N -2.287 1.382 -0.482
C -3.066 1.541 0.657
C -4.430 1.251 0.705
C -5.094 1.467 1.897
C -4.391 1.958 2.990
C -3.041 2.217 2.831
N -2.391 2.018 1.698
H 5.891 3.315 -2.442
H 6.370 1.622 -2.441
H 6.756 2.653 -1.060
H 3.936 1.907 -1.971
H 4.323 2.937 -0.592
H 4.432 -0.548 -1.895
H 6.107 -0.376 -1.347
H 4.952 -1.281 -0.370
H 5.377 1.974 1.456
H 6.655 1.086 0.612
H 5.502 0.219 1.626
H 2.611 1.307 -0.184
H 1.043 0.873 1.431
H 1.103 -0.748 2.178
H 0.779 -2.569 1.021
H 0.526 -2.623 -0.720
H -1.240 -0.957 2.144
H -3.677 -1.022 2.502
H -1.606 -3.537 -1.271
H -6.206 -4.054 -0.176
H -6.139 -2.551 -1.163
H 0.388 -0.553 -2.887
H -0.849 -1.360 -1.904
H -1.792 0.296 -3.545
H -0.944 1.589 -2.657
H -1.356 1.775 -0.387
H -4.934 0.866 -0.164
H -6.149 1.252 1.974
H -4.879 2.136 3.935
H -2.441 2.603 3.645



66
Properties=species:S:1:pos:R:3 method="wB97M-V/def2-TZVPD" spin_multiplicity=1 smiles="O=COCCO[P@](=O)(O)Oc1cccnc1.c1cc[nH]c1.c1cc[nH]c1.c1cc[nH]c1.c1cc[nH]c1"
O 2.869 -0.259 2.361
C 2.685 0.778 1.772
O 2.689 0.896 0.416
C 1.547 0.319 -0.208
C 0.517 1.376 -0.604
O 0.351 2.246 0.533
P -1.017 3.098 0.558
O -0.790 4.429 0.029
O -1.448 3.206 2.093
O -2.186 2.367 -0.257
C -2.932 1.384 0.467
C -2.289 0.439 1.210
C -3.116 -0.468 1.832
C -4.462 -0.333 1.645
N -5.079 0.600 0.952
C -4.286 1.474 0.354
H 2.536 1.727 2.308
H 1.033 -0.350 0.488
H 1.826 -0.241 -1.098
H -0.388 0.824 -0.865
H 0.844 1.941 -1.477
H -0.657 3.152 2.642
H -1.216 0.397 1.304
H -2.701 -1.268 2.421
H -5.096 -1.076 2.120
H -4.707 2.267 -0.251
C -1.740 1.364 -5.212
C -1.712 1.162 -3.806
C -2.527 2.105 -3.238
N -3.044 2.870 -4.246
C -2.571 2.422 -5.454
H -1.210 0.796 -5.960
H -1.156 0.407 -3.273
H -2.780 2.294 -2.206
H -3.672 3.641 -4.117
H -2.866 2.893 -6.376
C -5.998 6.048 -8.611
C -4.922 6.958 -8.424
C -4.100 6.428 -7.468
N -4.639 5.234 -7.067
C -5.793 4.994 -7.763
H -6.826 6.155 -9.292
H -4.771 7.894 -8.934
H -3.183 6.794 -7.039
H -4.247 4.629 -6.371
H -6.366 4.098 -7.593
C 4.073 -3.926 5.702
C 3.480 -2.841 6.400
C 3.394 -1.792 5.522
N 3.913 -2.199 4.325
C 4.326 -3.498 4.424
H 4.287 -4.907 6.093
H 3.153 -2.832 7.426
H 3.009 -0.795 5.645
H 3.979 -1.628 3.501
H 4.762 -4.004 3.580
C 5.714 -8.672 4.036
C 6.171 -9.089 5.315
C 6.547 -7.964 6.000
N 6.339 -6.886 5.185
C 5.827 -7.308 3.988
H 5.344 -9.301 3.244
H 6.217 -10.098 5.688
H 6.943 -7.839 6.993
H 6.531 -5.930 5.427
H 5.590 -6.605 3.209



60
Properties=species:S:1:pos:R:3 method="wB97M-V/def2-TZVPD" spin_multiplicity=1 smiles=c1cc[nH]c1.c1cc[nH]c1.c1cc[nH]c1.c1cc[nH]c1.c1cc[nH]c1.c1cc[nH]c1
C 3.478 6.125 8.068
C 3.377 5.070 7.169
C 2.103 5.008 6.646
N 1.419 6.139 7.214
C 2.276 6.833 8.051
H 4.341 6.278 8.698
H 4.105 4.287 7.016
H 1.628 4.381 5.906
H 0.523 6.523 6.951
H 1.850 7.638 8.632
C 5.848 8.796 -6.607
C 5.340 7.595 -6.184
C 5.479 6.620 -7.077
N 6.041 7.309 -8.170
C 6.221 8.673 -7.935
H 5.899 9.707 -6.030
H 4.893 7.370 -5.227
H 5.281 5.560 -7.137
H 6.220 6.853 -9.054
H 6.615 9.376 -8.653
C -1.324 1.026 0.365
C -0.974 2.151 -0.338
C 0.195 1.940 -1.120
N 0.581 0.666 -0.746
C -0.333 0.114 0.098
H -2.167 0.840 1.014
H -1.704 2.947 -0.333
H 0.770 2.514 -1.832
H 1.431 0.185 -1.006
H -0.389 -0.891 0.489
C 5.538 -3.815 -2.957
C 4.928 -3.920 -1.712
C 3.833 -4.850 -1.834
N 3.783 -5.136 -3.195
C 4.815 -4.601 -3.902
H 6.297 -3.058 -3.092
H 5.252 -3.380 -0.835
H 3.157 -5.211 -1.073
H 3.030 -5.613 -3.669
H 4.746 -4.705 -4.974
C -1.520 -6.995 3.261
C -0.543 -8.058 3.356
C -0.839 -9.059 2.403
N -1.995 -8.655 1.762
C -2.416 -7.402 2.298
H -1.473 -6.046 3.775
H 0.364 -8.058 3.942
H -0.312 -9.928 2.040
H -2.442 -9.139 0.996
H -3.238 -6.823 1.904
C -10.278 -1.436 0.332
C -11.612 -1.358 0.655
C -12.082 -2.636 0.458
N -11.124 -3.401 -0.052
C -9.919 -2.722 -0.046
H -9.568 -0.623 0.374
H -12.123 -0.476 1.011
H -13.062 -3.052 0.636
H -11.254 -4.350 -0.372
H -8.970 -3.132 -0.358



64
Properties=species:S:1:pos:R:3 method="wB97M-V/def2-TZVPD" spin_multiplicity=1
C 2.146 -5.609 3.678
C 1.667 -4.111 4.134
O 0.842 -3.499 3.145
C 1.308 -2.902 2.207
C 0.362 -2.224 1.540
C 0.674 -1.743 0.338
C 1.938 -1.689 0.039
C 3.142 -2.071 0.742
C 2.783 -2.815 1.886
H 3.420 -3.230 2.479
H 4.203 -2.152 0.320
N 2.620 -0.819 -1.230
C 2.968 0.566 -1.028
O 3.259 1.040 -2.280
C 3.397 1.083 0.249
N 2.121 0.824 1.112
N 2.073 0.426 2.363
N 0.983 0.465 2.821
C 0.343 1.283 1.733
N 0.974 1.353 0.726
C -0.980 1.598 2.155
C -1.874 0.988 3.098
C -3.068 1.814 2.839
C -2.994 2.445 1.754
O -1.454 2.551 1.201
C -3.883 3.618 1.047
H -4.369 3.167 0.349
H -4.591 3.828 1.627
H -3.378 4.343 0.869
H -4.054 1.829 3.556
H -1.536 0.546 3.855
H 3.713 2.109 0.115
H 4.110 0.434 0.632
C 2.047 -1.333 -2.401
H 2.165 -2.459 -2.399
H 2.836 -1.010 -3.465
C 0.750 -0.881 -2.904
O -0.355 -2.064 -3.229
N 0.440 0.268 -3.004
H 1.237 0.771 -2.851
C -1.094 0.821 -3.208
C -0.829 2.022 -3.715
C -2.150 2.841 -3.810
C -3.041 2.841 -2.468
C -2.972 1.377 -2.111
C -1.836 0.931 -1.933
H -1.962 -0.188 -1.560
H -1.378 1.446 -1.075
H -3.583 1.429 -1.277
H -3.568 0.692 -2.886
H -2.426 3.480 -1.873
H -3.917 3.334 -2.806
H -2.049 4.132 -4.348
H -2.827 2.364 -4.668
H -0.381 2.340 -4.642
H -0.347 2.735 -3.074
H -1.369 0.291 -3.875
H -0.021 -1.338 -0.351
H -0.649 -2.521 1.553
H 0.882 -4.443 4.990
H 2.583 -3.434 4.470
H 2.772 -6.067 4.440
H 1.396 -6.154 3.528
H 2.781 -5.662 2.880



no.,F_max (eV Å⁻¹),HOMO-LUMO gap (eV)
1,0.67,8.67
2,1.25,7.25
3,0.82,8.58
4,1.27,8.78
5,2.75,8.24
6,4.10,8.69
7,17.96,8.09